Computed, not measured: a molecular structure, C45H106Br9N4O24P5 at a distorted geometry, with the ωB97M-V functional and the def2-TZVPD basis.

CARTESIAN COORDINATES (ANGSTROEM)
C: 4.14637 3.00449 -1.45971
O: 4.65994 2.03322 -1.93916
N: 4.30361 3.52063 -0.24190
C: 4.01635 4.97381 -0.00477
C: 5.03160 2.77920 0.78388
H: 3.49365 3.70766 -1.99982
H: 3.82415 5.22337 1.03873
H: 3.05139 5.31479 -0.37984
H: 4.90441 5.45049 -0.41978
H: 5.95478 2.26554 0.51558
H: 5.22508 3.47081 1.60385
H: 4.47664 1.99033 1.29162
C: 1.59657 1.42714 -5.28024
O: 0.90936 0.43481 -5.17777
N: 2.92279 1.35805 -5.30344
C: 3.68935 2.48731 -5.88138
C: 3.66826 0.16635 -4.91449
H: 1.37321 2.46045 -5.58779
H: 3.94625 3.23380 -5.12981
H: 3.11162 2.95523 -6.67849
H: 4.69033 2.20803 -6.21021
H: 4.53489 0.02830 -5.56102
H: 3.99162 0.28338 -3.88016
H: 3.26985 -0.83288 -5.09030
C: 1.07347 8.15499 -0.31201
O: 1.65879 8.99509 -1.05141
N: 0.59911 6.98341 -0.75495
C: 0.73070 6.31591 -2.05948
C: -0.35373 6.28297 0.11709
H: 0.76989 8.33187 0.73142
H: 1.09338 5.28821 -2.03948
H: 1.36607 6.90774 -2.71838
H: -0.31483 6.33205 -2.36721
H: -0.54533 6.83408 1.03777
H: -1.33343 6.07811 -0.31455
H: -0.05974 5.26068 0.35501
C: -1.26767 -1.47281 3.21133
O: -0.04345 -1.62957 2.94806
N: -2.28556 -2.30329 3.08782
C: -3.61973 -1.79396 3.37985
C: -2.30146 -3.60789 2.31449
H: -1.60837 -0.49855 3.59466
H: -3.74616 -0.77343 3.01839
H: -3.83300 -1.91606 4.44178
H: -4.37252 -2.43981 2.92788
H: -2.66032 -3.37473 1.31201
H: -1.39565 -4.16451 2.07410
H: -2.92844 -4.27298 2.90833
C: -4.08197 -0.99990 -6.15750
Br: -5.41333 0.14092 -5.27178
Br: -5.17441 -2.53666 -6.87758
Br: -2.72559 -1.79044 -4.95225
H: -3.60576 -0.45347 -6.97159
C: 3.40381 -5.67551 -4.17193
Br: 2.20027 -4.42727 -3.08962
Br: 2.89685 -7.63261 -3.86096
Br: 5.23777 -5.35314 -3.67175
H: 3.35928 -5.50942 -5.24828
C: -4.76728 -4.75695 -1.65728
Br: -5.43728 -4.02511 0.11659
Br: -2.88344 -4.34949 -1.97901
Br: -6.12041 -4.40716 -3.07044
H: -5.04144 -5.79461 -1.46703
C: 0.03128 -7.96960 -7.30114
C: 0.32194 -6.47419 -7.32693
O: 1.65309 -6.13590 -7.30610
P: 2.08217 -4.64307 -7.76929
O: 1.60215 -4.27252 -9.11514
O: 3.70340 -4.51413 -7.58014
C: 4.44362 -3.41249 -7.77693
C: 4.83909 -2.99339 -6.38227
O: 1.41875 -3.75012 -6.55151
C: 0.88173 -2.41185 -6.71987
C: -0.43780 -2.41921 -7.40616
H: 0.11479 -8.46360 -6.33311
H: -1.05780 -7.95514 -7.34358
H: 0.49999 -8.66976 -7.99266
H: -0.12021 -6.30174 -8.30819
H: -0.14729 -5.92578 -6.51012
H: 5.33760 -3.71079 -8.32457
H: 3.79727 -2.75312 -8.35621
H: 4.00775 -2.72073 -5.73217
H: 5.42250 -3.80244 -5.94274
H: 5.41429 -2.06875 -6.33468
H: 0.47871 -2.16652 -5.73727
H: 1.52859 -1.71236 -7.24938
H: -0.24058 -2.49878 -8.47522
H: -1.11796 -3.21355 -7.09874
H: -0.98962 -1.48459 -7.30577
C: -3.67981 1.66161 1.97715
C: -3.63308 3.16986 1.61725
O: -3.83930 3.92075 2.81748
P: -2.88376 5.16220 3.27110
O: -1.51854 4.80417 3.63815
O: -3.64240 5.84892 4.57080
C: -2.95346 6.67949 5.38985
C: -3.09274 8.15728 4.92915
O: -2.82028 6.37873 2.17001
C: -3.95797 7.05054 1.50064
C: -3.85199 7.06572 0.00009
H: -2.82992 1.46870 2.63182
H: -4.57442 1.34562 2.51373
H: -3.63951 1.14653 1.01738
H: -2.82141 3.58141 1.01731
H: -4.53155 3.42888 1.05711
H: -3.26684 6.52058 6.42167
H: -1.89768 6.40857 5.39574
H: -4.09299 8.54507 5.12207
H: -2.42019 8.77446 5.52486
H: -2.89489 8.38471 3.88166
H: -4.94982 6.69118 1.77485
H: -4.01226 8.07562 1.86721
H: -4.70190 7.48226 -0.54050
H: -2.91200 7.48906 -0.35391
H: -3.83273 5.99507 -0.20345
C: -0.21357 -1.57363 -2.33872
C: -0.11320 -0.49171 -1.27183
O: -0.83723 0.56910 -1.72191
P: -0.44915 2.03449 -1.11018
O: 0.81384 2.60028 -1.65790
O: -1.78726 2.86616 -1.35245
C: -2.59621 2.50635 -2.46869
C: -1.91207 2.80914 -3.84468
O: -0.50728 1.85650 0.47020
C: 0.76677 1.81657 1.14866
C: 0.61575 2.10070 2.64116
H: 0.54085 -2.36025 -2.32522
H: -1.22635 -1.96368 -2.43994
H: -0.02011 -1.31860 -3.38066
H: -0.37656 -1.04124 -0.36808
H: 0.89277 -0.12780 -1.06284
H: -2.86788 1.45117 -2.49861
H: -3.47105 3.15451 -2.41732
H: -1.04981 2.18098 -4.06834
H: -2.60484 2.48180 -4.61994
H: -1.61107 3.85672 -3.85220
H: 1.13114 0.79446 1.04555
H: 1.49711 2.50035 0.71605
H: 0.33222 1.37057 3.39921
H: 1.62904 2.38676 2.92314
H: -0.15318 2.86059 2.78055
C: -3.21705 -0.79501 10.66523
C: -4.55342 -0.45833 9.99458
O: -4.42902 0.38632 8.91086
P: -4.12494 -0.13214 7.38391
O: -5.05980 -1.16618 6.90523
O: -4.01058 1.14221 6.35870
C: -4.72185 2.35218 6.64961
C: -5.42135 2.97377 5.45999
O: -2.60194 -0.71391 7.36541
C: -1.57165 0.14288 7.67013
C: -0.67413 0.40836 6.38749
H: -2.90023 0.17368 11.05171
H: -3.23748 -1.45914 11.52929
H: -2.54569 -1.28862 9.96258
H: -4.89506 -1.45259 9.70680
H: -5.39662 -0.06743 10.56406
H: -5.41795 2.18155 7.47084
H: -3.98217 3.02362 7.08566
H: -5.20998 4.04308 5.45622
H: -5.32322 2.54202 4.46397
H: -6.50456 2.97569 5.58140
H: -1.94852 1.11585 7.98538
H: -0.94413 -0.15531 8.51002
H: 0.28245 0.84081 6.68080
H: -0.45552 -0.50328 5.83140
H: -1.05948 0.97801 5.54186
C: 4.24160 -8.21640 3.63293
C: 3.76550 -6.83295 3.72366
O: 3.45077 -6.53693 2.39053
P: 3.86422 -5.05300 1.85220
O: 4.91986 -4.29588 2.69869
O: 2.46851 -4.20425 1.52829
C: 2.53221 -2.98856 0.84473
C: 3.25282 -1.83874 1.62487
O: 4.54260 -5.39199 0.37098
C: 5.38697 -6.44161 0.04306
C: 6.82506 -5.95583 -0.05314
H: 4.04414 -8.67425 4.60220
H: 3.65557 -8.82524 2.94447
H: 5.23909 -8.40721 3.23706
H: 2.77700 -6.82563 4.18291
H: 4.37841 -6.23969 4.40224
H: 2.73414 -3.23903 -0.19670
H: 1.48931 -2.70405 0.98447
H: 4.28274 -2.11092 1.85570
H: 3.24416 -0.82107 1.23453
H: 2.87943 -1.80417 2.64834
H: 5.37361 -7.21209 0.81395
H: 5.16152 -6.92214 -0.90897
H: 6.81787 -5.10135 -0.72983
H: 7.18493 -5.78936 0.96218
H: 7.51273 -6.65994 -0.52158

Atomic forces in eV per Å
C -0.76 1.93 -0.61
O 0.33 -1.36 -0.13
N -0.09 -0.12 2.03
C 0.13 -1.14 0.00
C 0.06 0.21 1.13
H -0.16 -0.26 -0.70
H 0.84 -0.48 0.28
H 0.26 -0.25 -1.06
H -0.51 0.91 0.24
H 0.07 0.51 -0.67
H 0.37 0.09 -0.15
H -0.70 -0.11 -0.43
C 1.10 -0.45 -1.42
O -1.44 0.21 0.71
N 2.10 -0.06 -0.53
C 0.00 0.04 0.99
C 0.85 -0.27 -0.14
H -1.34 -0.01 0.34
H -0.41 0.20 0.24
H 0.23 -0.05 -0.04
H -0.39 -0.59 -0.42
H 0.42 0.81 0.10
H 0.10 -0.24 0.01
H -1.36 0.49 0.35
C 1.00 2.31 -3.04
O -0.96 -2.03 2.21
N -0.70 -2.04 1.19
C -0.35 1.48 0.19
C 0.05 -0.46 0.31
H 0.33 0.26 -0.08
H -0.02 -0.02 0.56
H -0.20 0.07 0.04
H 0.15 -0.36 -0.93
H 0.23 -0.10 -0.05
H 0.00 0.61 -0.63
H 0.67 0.01 0.25
C 3.25 0.66 -0.47
O -2.74 -0.17 0.30
N -0.07 -1.89 -1.35
C -0.37 -0.63 0.43
C 0.13 0.86 0.34
H 0.05 0.04 0.17
H -0.05 -0.12 0.23
H 0.04 0.58 0.19
H 0.17 0.14 -0.44
H -0.73 -0.14 0.18
H 0.67 0.73 0.90
H -0.25 -0.03 -0.51
C -0.94 -1.36 0.55
Br 0.97 -0.15 -0.16
Br 0.89 0.89 0.04
Br -0.92 0.92 -0.45
H -0.12 -0.23 0.24
C -0.48 -0.54 1.11
Br 0.97 -1.24 -1.24
Br 0.35 1.80 -0.24
Br -0.32 -0.25 0.13
H -0.50 0.15 0.35
C -1.47 -0.03 0.83
Br 0.56 -0.04 -1.19
Br -1.43 -0.33 0.09
Br 1.12 0.37 0.48
H 1.22 0.04 -0.21
C -0.63 -0.46 2.12
C -1.62 -1.32 -0.92
O 3.92 1.61 -0.15
P -0.67 1.09 0.23
O 0.49 -0.04 0.77
O -4.40 -5.50 0.56
C 0.78 2.21 0.16
C 0.54 1.43 0.30
O 1.14 -0.84 -1.32
C -1.63 -0.51 0.91
C -0.63 -0.20 -2.53
H 0.73 0.25 0.40
H -0.19 -0.39 -0.83
H -0.08 0.71 -0.50
H 0.04 1.36 0.01
H -0.56 -0.22 -0.16
H -0.06 0.28 -0.33
H 0.70 0.88 -0.09
H -0.41 -0.64 -0.14
H -0.10 0.19 0.04
H 0.53 -0.09 -0.36
H 1.71 0.60 0.58
H 0.40 -0.09 0.72
H -0.41 -0.39 -0.23
H 0.26 -0.12 0.12
H 0.34 0.18 0.40
C 0.82 1.35 -0.51
C -1.69 -0.29 -0.13
O 0.91 2.82 1.67
P -0.61 0.93 0.68
O 0.33 -0.32 -0.44
O -1.82 -3.24 -3.43
C 2.00 2.39 0.58
C -0.22 0.03 0.96
O -1.50 -1.00 -0.37
C -0.46 1.19 0.88
C 0.77 -1.45 0.08
H 0.16 -0.38 -0.29
H -0.18 0.48 -0.15
H 0.30 -0.41 0.20
H 0.55 -0.69 0.30
H -0.09 -0.29 -0.43
H -0.44 0.24 -0.04
H 0.19 0.02 -0.10
H -0.17 -0.16 0.08
H 0.10 0.03 0.02
H 0.29 -0.60 0.01
H 0.25 -0.83 0.30
H 0.57 0.07 0.31
H -0.01 0.21 0.43
H -0.20 0.17 0.03
H 0.10 -0.13 -0.81
C 0.58 -0.43 -1.58
C 2.25 -2.69 -0.57
O -1.76 3.17 0.62
P 0.33 -0.36 -0.58
O -1.30 -0.46 0.65
O 0.58 -0.70 0.18
C 0.15 0.46 -2.30
C -0.17 -0.58 1.01
O 0.26 0.55 -0.62
C 0.06 -1.47 1.32
C -0.12 0.60 -0.11
H -0.24 -0.36 1.14
H -0.04 -0.29 0.73
H 0.11 1.38 -0.01
H -0.96 0.84 0.61
H 0.55 -0.49 -0.38
H -0.11 0.08 0.60
H -0.09 -0.24 0.24
H 0.28 -0.03 0.54
H -0.32 0.69 -0.11
H -0.21 -0.01 -0.48
H 0.27 -0.03 -0.20
H -0.35 0.11 -0.19
H -0.03 -0.99 -0.85
H -0.19 0.64 0.42
H 0.54 0.73 0.05
C -0.39 1.39 0.58
C -0.58 -3.26 0.91
O 1.10 1.58 -3.37
P 0.16 -0.96 -0.77
O 0.52 0.65 0.53
O -0.11 -1.43 1.75
C 0.09 0.30 0.67
C -1.13 0.61 -0.02
O -2.48 -0.56 0.16
C 2.20 2.61 -1.64
C 0.03 -0.81 0.41
H 1.04 -0.13 -0.13
H -0.71 -0.04 -0.04
H 0.06 0.52 -0.14
H -0.56 0.01 -0.67
H 0.61 0.22 0.66
H -0.22 -0.15 -0.14
H 0.10 0.23 -0.28
H 0.41 -0.09 -0.45
H 0.84 -0.06 0.30
H -0.18 -0.35 0.38
H -0.17 0.20 0.06
H -0.09 -0.74 -0.16
H -0.04 0.07 0.05
H 0.22 -0.58 0.63
H -0.73 0.72 0.67
C 0.01 -2.33 0.47
C -1.60 -1.17 1.29
O 0.57 4.03 -2.12
P 3.10 1.72 -0.11
O -3.32 -2.25 -1.86
O 2.96 -3.77 1.69
C -1.38 2.35 0.51
C 1.14 -1.25 0.45
O -2.69 1.48 1.28
C 1.81 -1.52 0.27
C -0.10 0.02 -0.09
H 0.73 -0.31 0.16
H -0.56 0.31 -0.06
H 0.37 0.54 0.60
H -0.02 -0.19 0.54
H 0.42 0.80 -1.14
H 0.51 0.74 -0.05
H -0.28 0.28 -0.88
H 0.31 0.08 -0.59
H -0.35 -0.31 -0.53
H -0.76 -0.01 -0.16
H -0.36 -0.20 0.03
H -0.81 0.29 -0.02
H 0.27 0.44 0.51
H 0.19 0.70 -0.24
H -0.28 -0.44 0.03

The highest occupied orbital energy is -0.336 Eh. The orbital gap is 8.39 eV. The total charge is 0. The calculation puts the lowest unoccupied orbital energy at -0.754 eV.

Results of the Mulliken charge analysis, in e, for atoms 1 through 99: atom 1 (C): 0.1750, atom 2 (O): -0.6810, atom 3 (N): 0.2785, atom 4 (C): -1.0298, atom 5 (C): -0.9034, atom 6 (H): 0.2634, atom 7 (H): 0.3418, atom 8 (H): 0.2159, atom 9 (H): 0.4218, atom 10 (H): 0.3033, atom 11 (H): 0.3806, atom 12 (H): 0.2080, atom 13 (C): -0.0065, atom 14 (O): -0.5122, atom 15 (N): 0.3616, atom 16 (C): -1.0257, atom 17 (C): -0.7669, atom 18 (H): 0.3418, atom 19 (H): 0.2895, atom 20 (H): 0.4013, atom 21 (H): 0.3535, atom 22 (H): 0.3516, atom 23 (H): 0.2789, atom 24 (H): 0.0173, atom 25 (C): 0.2027, atom 26 (O): -0.6626, atom 27 (N): 0.3381, atom 28 (C): -1.0246, atom 29 (C): -0.6964, atom 30 (H): 0.3347, atom 31 (H): 0.2317, atom 32 (H): 0.2752, atom 33 (H): 0.4603, atom 34 (H): 0.3212, atom 35 (H): -0.0739, atom 36 (H): 0.1176, atom 37 (C): 0.5964, atom 38 (O): -0.7075, atom 39 (N): 0.1537, atom 40 (C): -0.7065, atom 41 (C): -0.8989, atom 42 (H): -0.0317, atom 43 (H): -0.0024, atom 44 (H): 0.4123, atom 45 (H): 0.3107, atom 46 (H): 0.3023, atom 47 (H): 0.2440, atom 48 (H): 0.4114, atom 49 (C): -0.4841, atom 50 (Br): -0.0639, atom 51 (Br): -0.1055, atom 52 (Br): 0.1862, atom 53 (H): 0.4894, atom 54 (C): 0.2092, atom 55 (Br): 0.1662, atom 56 (Br): -0.0763, atom 57 (Br): -0.0294, atom 58 (H): -0.2317, atom 59 (C): -0.3581, atom 60 (Br): -0.0546, atom 61 (Br): 0.0519, atom 62 (Br): -0.0363, atom 63 (H): 0.3815, atom 64 (C): -1.4397, atom 65 (C): -0.0121, atom 66 (O): -0.2979, atom 67 (P): 0.6586, atom 68 (O): -0.7747, atom 69 (O): -0.3678, atom 70 (C): -0.4641, atom 71 (C): -0.4721, atom 72 (O): 0.2740, atom 73 (C): 1.0729, atom 74 (C): -1.8098, atom 75 (H): 0.3123, atom 76 (H): 0.4072, atom 77 (H): 0.3306, atom 78 (H): 0.2576, atom 79 (H): 0.2488, atom 80 (H): 0.3243, atom 81 (H): 0.3524, atom 82 (H): -0.0312, atom 83 (H): 0.1325, atom 84 (H): 0.4288, atom 85 (H): -0.5528, atom 86 (H): 0.2451, atom 87 (H): 0.4264, atom 88 (H): 0.3603, atom 89 (H): 0.4479, atom 90 (C): -1.4754, atom 91 (C): -0.0177, atom 92 (O): -0.2661, atom 93 (P): 0.9271, atom 94 (O): -0.8268, atom 95 (O): -0.2859, atom 96 (C): -0.3654, atom 97 (C): -1.0482, atom 98 (O): 0.0493, atom 99 (C): -0.3442